(1)
Molecular formula: C39H49BeBr2N3OS2Sb
Method: DFT, ωB97M-V/def2-TZVPD

## Properties
charge	+1
energy relative to the best compared isomer or geometry (same formula, charge and spin)	0.00	kJ/mol
energy	-216443.33378	eV
lowest unoccupied orbital energy	-0.167	hartree
maximum force	4.2	eV Å⁻¹

Atoms and positions in Å:
Be -1.177 2.048 1.740
S 0.110 1.270 0.129
C 0.955 2.644 -0.334
N 2.196 2.663 -0.942
C 2.800 3.927 -1.271
C 1.730 4.901 -1.824
N 0.696 5.041 -0.772
C -0.117 6.309 -0.645
C 0.747 7.531 -0.444
C 1.790 7.535 0.481
C 2.665 8.626 0.505
C 2.471 9.672 -0.381
C 1.431 9.661 -1.356
C 0.575 8.596 -1.391
C 0.333 3.957 0.002
S -0.452 4.059 1.517
C 3.048 1.525 -1.096
C 3.247 1.142 -2.606
C 2.209 1.181 -3.531
C 2.590 1.132 -4.813
C 3.876 0.747 -5.250
C 4.854 0.406 -4.276
C 4.524 0.557 -2.937
H 3.620 3.633 -1.990
H 3.229 4.421 -0.404
H 1.282 4.406 -2.714
H 2.101 5.872 -2.080
H -0.828 6.190 0.219
H -0.712 6.412 -1.537
H 1.940 6.722 1.121
H 3.456 8.720 1.218
H 3.092 10.554 -0.354
H 1.296 10.517 -2.004
H -0.170 8.455 -2.171
H 2.673 0.670 -0.541
H 3.980 1.801 -0.655
H 1.150 1.339 -3.302
H 1.866 1.403 -5.589
H 4.119 0.647 -6.293
H 5.859 0.042 -4.573
H 5.215 0.244 -2.182
Br -1.103 -0.711 5.712
C -2.498 -0.030 4.652
C -3.809 -0.368 4.948
C -4.910 0.129 4.154
Br -6.629 -0.298 4.772
C -4.675 1.024 3.126
C -5.638 1.671 2.294
C -5.276 2.578 1.326
C -3.910 2.837 1.123
N -2.999 2.225 1.837
C -3.323 1.363 2.877
C -2.247 0.784 3.559
O -1.089 0.930 2.963
H -4.003 -1.066 5.748
H -6.672 1.516 2.639
H -6.046 3.160 0.755
H -3.629 3.625 0.423
C 0.936 -5.875 -2.199
C 1.334 -4.691 -1.427
C 2.550 -4.870 -0.575
C 1.115 -3.280 -1.944
Sb -0.517 -4.611 0.198
C -2.359 -5.810 -0.458
C -2.037 -7.187 0.098
C -3.518 -5.121 0.313
C -2.608 -5.811 -1.997
C -0.024 -4.074 2.454
C 0.695 -5.300 2.992
C 0.700 -2.742 2.509
C -1.396 -3.924 3.102
H 1.842 -6.423 -2.478
H 0.485 -5.629 -3.211
H 0.354 -6.710 -1.760
H 3.449 -4.775 -1.253
H 2.633 -5.875 -0.224
H 2.631 -4.146 0.266
H 1.681 -3.012 -2.895
H 1.508 -2.559 -1.189
H 0.068 -3.015 -2.118
H -1.935 -7.174 1.177
H -1.149 -7.619 -0.348
H -2.870 -7.836 -0.130
H -3.387 -5.113 1.357
H -4.392 -5.722 0.055
H -3.688 -4.103 -0.048
H -2.149 -6.768 -2.441
H -2.140 -4.982 -2.545
H -3.689 -5.839 -2.245
H 1.696 -5.581 2.622
H 0.075 -6.273 2.906
H 0.735 -5.096 4.078
H 1.660 -2.827 2.003
H 1.048 -2.552 3.553
H -0.044 -1.931 2.234
H -1.865 -4.944 3.194
H -2.012 -3.140 2.651
H -1.226 -3.607 4.144

(2)
Molecular formula: C39H49ClFHfN6O7S3
Method: DFT, ωB97M-V/def2-TZVPD

## Properties
charge	+1
energy relative to the best compared isomer or geometry (same formula, charge and spin)	132.63	kJ/mol
energy	-113558.07320	eV
lowest unoccupied orbital energy	-0.136	hartree
maximum force	2.6	eV Å⁻¹

Atoms and positions in Å:
Hf 11.921 9.990 18.815
N 10.110 8.842 19.593
C 10.187 7.389 19.838
C 10.685 6.509 18.694
C 12.019 7.020 18.065
O 12.924 6.291 17.709
O 12.112 8.320 17.868
H 9.859 9.269 20.531
H 9.319 9.078 18.969
H 9.207 6.994 20.146
H 10.844 7.295 20.717
H 9.926 6.459 17.907
H 10.886 5.455 18.952
C 8.809 6.981 15.403
O 8.242 7.772 16.454
C 6.937 8.238 16.179
C 6.334 8.674 17.497
O 7.261 9.469 18.238
C 6.596 10.528 18.932
H 8.252 6.032 15.189
H 9.816 6.763 15.687
H 8.877 7.584 14.469
H 6.366 7.383 15.745
H 6.971 9.073 15.490
H 6.118 7.787 18.101
H 5.361 9.170 17.297
H 5.858 10.952 18.248
H 7.371 11.235 19.238
H 6.138 10.222 19.873
S 15.627 8.954 21.612
C 14.801 10.412 22.177
C 13.702 10.672 21.408
N 13.438 9.635 20.432
C 14.461 8.760 20.381
H 15.227 10.984 22.986
H 13.054 11.524 21.457
H 14.495 7.932 19.704
O 8.885 13.277 19.900
S 9.920 13.067 20.910
O 11.060 13.946 20.951
N 10.348 11.419 20.972
C 9.898 10.891 22.132
S 10.013 9.313 22.719
C 9.221 11.875 23.010
C 8.625 11.734 24.300
C 8.126 12.831 24.986
C 8.076 14.100 24.293
C 8.571 14.228 23.036
C 9.238 13.143 22.476
H 8.559 10.726 24.652
H 7.803 12.847 26.028
H 7.668 14.975 24.821
H 8.424 15.135 22.463
F 10.918 14.078 14.598
C 10.781 13.321 15.701
C 10.013 12.171 15.663
C 10.050 11.342 16.800
C 10.837 11.599 17.890
C 11.457 12.833 17.975
C 11.520 13.677 16.843
H 9.456 11.864 14.737
H 9.461 10.426 16.828
H 11.905 13.241 18.909
H 12.110 14.618 16.841
C 16.582 14.281 17.871
C 17.333 14.233 16.527
C 17.530 15.695 16.068
C 18.752 13.674 16.811
C 16.630 13.414 15.345
O 17.664 13.274 14.318
C 15.348 14.120 14.751
C 14.503 13.343 13.700
C 14.955 13.423 12.283
C 15.305 14.678 11.743
C 15.857 14.781 10.496
C 16.154 13.604 9.768
Cl 17.182 13.695 8.384
C 15.661 12.366 10.182
C 15.078 12.321 11.435
C 16.386 11.875 15.633
N 15.088 11.315 16.073
C 14.410 11.411 17.220
N 13.679 10.332 17.401
C 13.918 9.558 16.272
N 14.737 10.129 15.430
H 17.209 14.864 18.534
H 16.391 13.291 18.312
H 15.636 14.817 17.749
H 18.131 16.234 16.808
H 16.615 16.265 15.886
H 18.114 15.704 15.145
H 19.274 14.335 17.496
H 19.320 13.596 15.880
H 18.734 12.670 17.272
H 17.699 14.053 13.716
H 15.573 15.127 14.337
H 14.644 14.287 15.561
H 13.452 13.637 13.723
H 14.495 12.275 13.956
H 15.147 15.597 12.330
H 16.099 15.731 10.017
H 15.761 11.464 9.597
H 14.786 11.351 11.841
H 17.207 11.516 16.268
H 16.550 11.348 14.661
H 14.424 12.262 17.900
H 13.479 8.573 16.142

(3)
Molecular formula: C39H50CsN15O7S5Si
Method: DFT, ωB97M-V/def2-TZVPD

## Properties
charge	-2
energy relative to the best compared isomer or geometry (same formula, charge and spin)	150.54	kJ/mol
energy	-140549.91719	eV
lowest unoccupied orbital energy	0.126	hartree
maximum force	2.0	eV Å⁻¹

Atoms and positions in Å:
Cs 0.765 -0.764 1.820
N 2.917 -0.889 6.402
C 3.440 -0.179 5.346
N 3.940 -0.701 4.289
C 4.338 0.256 3.395
C 4.187 1.537 3.828
S 3.519 1.575 5.416
C 4.675 -0.141 2.033
C 5.380 -1.238 1.646
S 5.298 -1.441 -0.076
C 4.227 -0.025 -0.126
N 4.084 0.550 1.012
N 3.709 0.409 -1.302
H 2.672 -1.827 6.109
H 2.133 -0.417 6.836
H 4.386 2.448 3.301
H 5.923 -1.944 2.244
H 3.328 -0.340 -1.884
H 2.999 1.118 -1.150
O -0.334 2.302 4.433
C 0.215 1.206 4.312
O 1.141 0.857 3.563
C -0.287 0.118 5.279
C -0.379 0.410 6.642
C -0.829 -0.565 7.510
C -1.206 -1.795 6.985
C -1.082 -1.984 5.617
N -0.621 -1.065 4.787
H -0.095 1.395 6.980
H -0.904 -0.375 8.576
H -1.586 -2.581 7.625
H -1.382 -2.917 5.151
N 0.756 -5.118 4.169
C 0.523 -5.273 2.827
N -0.336 -4.610 2.152
C -0.301 -4.920 0.820
C 0.558 -5.918 0.492
S 1.375 -6.508 1.898
C -1.036 -4.056 -0.089
C -2.263 -3.520 0.153
S -2.619 -2.283 -1.000
C -1.022 -2.569 -1.714
N -0.383 -3.555 -1.179
N -0.617 -1.819 -2.756
H 0.423 -4.206 4.464
H 1.737 -5.231 4.394
H 0.783 -6.328 -0.470
H -2.956 -3.771 0.929
H -0.931 -0.838 -2.675
H 0.395 -1.856 -2.859
O 2.411 -3.514 2.165
C 2.547 -3.404 0.953
N 2.081 -2.405 0.180
C 2.410 -2.626 -1.102
O 2.236 -1.862 -2.051
C 3.167 -3.919 -1.212
C 3.772 -4.558 -2.270
C 4.547 -5.679 -1.997
C 4.695 -6.137 -0.699
C 4.062 -5.501 0.365
C 3.301 -4.387 0.089
H 3.650 -4.194 -3.278
H 5.072 -6.178 -2.803
H 5.317 -7.002 -0.502
H 4.185 -5.866 1.375
N -4.727 0.001 4.680
N -3.924 0.067 3.570
N -3.750 1.168 2.884
C -2.899 0.761 1.949
N -2.615 -0.533 2.077
N -3.273 -0.962 3.102
H -5.498 0.655 4.580
H -5.033 -0.960 4.797
H -2.512 1.385 1.172
C -1.879 4.237 -0.478
C -1.317 5.058 -1.636
C -2.370 6.070 -2.113
C -0.045 5.789 -1.179
O -0.969 4.246 -2.724
Si -1.587 2.769 -3.144
S -1.098 1.204 -1.922
O -3.207 3.082 -3.283
C -4.219 2.267 -3.794
C -5.472 2.514 -2.939
C -4.481 2.678 -5.251
C -3.866 0.783 -3.746
O -1.100 2.574 -4.712
C 0.202 2.687 -5.212
C 0.317 1.721 -6.401
C 0.407 4.136 -5.675
C 1.260 2.338 -4.166
H -2.065 4.863 0.392
H -1.170 3.454 -0.218
H -2.804 3.764 -0.795
H -2.698 6.704 -1.290
H -3.214 5.515 -2.512
H -1.955 6.692 -2.905
H -0.272 6.496 -0.383
H 0.399 6.329 -2.013
H 0.677 5.063 -0.811
H -5.682 3.581 -2.886
H -5.295 2.143 -1.933
H -6.335 2.000 -3.360
H -4.776 3.724 -5.299
H -5.264 2.059 -5.686
H -3.556 2.553 -5.808
H -3.614 0.494 -2.730
H -2.996 0.597 -4.368
H -4.704 0.184 -4.099
H -0.464 1.928 -7.129
H 0.200 0.701 -6.045
H 1.286 1.819 -6.886
H -0.307 4.382 -6.459
H 1.421 4.286 -6.044
H 0.220 4.783 -4.822
H 1.073 1.345 -3.767
H 1.189 3.047 -3.347
H 2.257 2.378 -4.602

(4)
Molecular formula: C39H50N7SSeY
Method: DFT, ωB97M-V/def2-TZVPD

## Properties
energy relative to the best compared isomer or geometry (same formula, charge and spin)	17.85	kJ/mol
energy	-128916.91887	eV
lowest unoccupied orbital energy	-0.040	hartree
maximum force	1.3	eV Å⁻¹

Atoms and positions in Å:
Y 0.161 0.061 0.511
C 6.296 -1.512 -1.002
C 5.900 -0.825 0.308
C 4.609 -0.078 0.194
C 4.423 1.258 -0.017
C 5.463 2.319 -0.191
C 5.763 2.607 -1.665
C 2.992 1.477 -0.124
C 2.358 2.690 -0.416
C 1.002 2.941 -0.675
C 0.419 4.199 -1.096
C 1.173 5.473 -1.316
C 1.836 5.522 -2.695
C -0.909 3.970 -1.317
C -1.154 2.571 -1.024
C -2.373 1.899 -1.136
C -2.667 0.548 -0.921
N -1.755 -0.400 -0.572
C -2.388 -1.600 -0.457
C -1.749 -2.810 -0.152
C -0.392 -3.061 0.073
N 0.587 -2.112 0.093
C 1.785 -2.718 0.308
C 3.017 -2.054 0.374
C 3.294 -0.692 0.224
N 2.358 0.281 0.042
C 1.563 -4.146 0.436
C 0.222 -4.357 0.293
C -0.520 -5.650 0.411
C -1.081 -5.853 1.822
C 2.635 -5.169 0.641
C 3.343 -5.536 -0.666
C -3.798 -1.406 -0.737
C -3.968 -0.080 -1.026
C -5.226 0.630 -1.409
C -5.336 0.859 -2.919
C -4.823 -2.495 -0.757
C -4.824 -3.273 -2.076
N 0.020 2.001 -0.630
C -1.950 4.965 -1.722
C -2.612 5.616 -0.503
H 7.229 -2.066 -0.888
H 6.430 -0.778 -1.797
H 5.522 -2.209 -1.325
H 6.693 -0.138 0.612
H 5.822 -1.572 1.102
H 6.381 2.017 0.315
H 5.132 3.238 0.299
H 6.140 1.713 -2.162
H 6.510 3.395 -1.767
H 4.860 2.920 -2.191
H 3.014 3.548 -0.501
H 1.932 5.590 -0.538
H 0.493 6.320 -1.205
H 2.533 4.692 -2.820
H 2.384 6.455 -2.834
H 1.086 5.443 -3.483
H -3.218 2.515 -1.417
H -2.395 -3.679 -0.109
H 3.879 -2.689 0.540
H 0.144 -6.479 0.154
H -1.334 -5.677 -0.318
H -0.274 -5.882 2.554
H -1.644 -6.785 1.889
H -1.738 -5.028 2.102
H 2.201 -6.065 1.087
H 3.366 -4.794 1.363
H 2.634 -5.956 -1.380
H 4.131 -6.270 -0.493
H 3.791 -4.654 -1.126
H -5.270 1.588 -0.884
H -6.088 0.055 -1.065
H -4.491 1.442 -3.287
H -6.254 1.391 -3.168
H -5.336 -0.092 -3.454
H -5.813 -2.067 -0.588
H -4.643 -3.184 0.073
H -5.054 -2.611 -2.911
H -5.564 -4.073 -2.059
H -3.845 -3.715 -2.267
H -2.711 4.475 -2.332
H -1.499 5.732 -2.356
H -3.087 4.863 0.127
H -3.367 6.342 -0.807
H -1.867 6.128 0.108
Se -1.083 -2.236 4.559
C -0.523 -0.937 3.502
N -0.178 -0.062 2.802
C -2.128 1.348 5.861
N -2.250 2.027 4.588
C -2.889 1.548 3.512
N -3.429 0.317 3.626
S -3.031 2.454 2.100
H -1.586 1.997 6.545
H -1.574 0.411 5.769
H -3.111 1.137 6.290
H -1.880 2.954 4.478
H -3.065 -0.343 4.301
H -3.780 -0.074 2.767

> Which of these has the lowest energy?

C39H49BeBr2N3OS2Sb